Record 1
# C2H8N3O2

The ion C2H8N3O2 with charge +1 in a non-equilibrium geometry (ωB97M-V with the def2-TZVPD basis set, the Open Molecules 2025 dataset).

## Properties
SMILES = [H]/N=[N+](/NOC)OC
E_tot = -395.19139 Ha
total charge = +1
lowest unoccupied orbital energy (alpha / beta) = -5.8 / -5.8 eV

XYZ file:
```
15
Properties=species:S:1:pos:R:3:forces:R:3
C 2.498128 -1.258245 -0.626766 4.40 -2.60 0.11
C -2.079118 1.458964 -0.485233 0.23 0.53 -0.37
N -1.337987 0.074662 1.769747 3.39 0.44 -4.69
N 0.585367 -0.683900 0.488214 -2.28 1.09 -1.15
N -0.533406 0.058986 0.550876 -3.43 -0.50 5.39
O 1.267067 -0.714457 -0.683408 -3.35 1.92 -1.00
O -1.007045 0.551113 -0.568936 3.41 -0.60 -0.58
H 2.512940 -2.239698 -0.080549 -0.33 0.51 -0.55
H 3.282695 -0.652900 -0.034740 -1.13 -0.33 -1.41
H 2.771915 -1.526291 -1.744040 -0.32 0.97 2.43
H -2.001703 1.994765 -1.406710 -0.62 -0.24 -0.90
H -2.032449 2.233262 0.235228 0.72 0.54 1.26
H -2.873638 0.822199 -0.284969 -2.35 -0.49 -0.32
H -2.116284 0.766655 1.546552 1.26 -1.13 0.18
H 1.063517 -0.885116 1.324734 0.39 -0.12 1.60
```
Positions in Å, forces in eV/Å.

---

Record 2
# C2H8N3O2PS3

A structure of composition C2H8N3O2PS3 in a non-equilibrium geometry (ωB97M-V with the def2-TZVPD basis set, the Open Molecules 2025 dataset).

## Properties
E_tot = -1931.57652 Ha
total charge = 0
lowest unoccupied orbital energy (alpha / beta) = -0.5 / -0.5 eV

XYZ file:
```
19
Properties=species:S:1:pos:R:3:forces:R:3
C -1.275111 0.823346 1.358038 -3.19 1.04 0.36
C -2.120018 -0.372660 0.926608 -0.76 -1.55 0.08
N -0.594094 1.261050 0.200930 3.35 -1.21 -2.48
N 0.519951 -2.607195 -1.677434 -0.41 -1.44 -0.11
N 2.910853 2.122525 0.217886 2.25 -3.35 1.22
O 1.331321 0.028694 -1.747378 -0.04 0.36 -1.02
O -2.198882 -0.460295 -0.515962 -0.14 0.80 0.18
P 1.052614 -0.187302 -0.329922 -0.50 2.34 1.98
S -1.465394 0.940256 -1.168168 -1.47 0.34 0.66
S 0.657051 -2.202063 -0.020645 -0.10 -0.33 -0.21
S 2.720051 0.530603 0.870334 -0.23 -0.26 -0.04
H -2.102684 1.549631 1.728609 1.98 -0.27 -0.38
H -0.520070 0.596859 2.086767 -0.06 -0.11 0.78
H -1.506081 -1.204858 1.140349 0.19 -1.38 0.63
H -3.129612 -0.536566 1.439691 1.25 0.72 -0.93
H 0.723900 -1.813679 -2.235438 0.65 0.98 -0.64
H -0.360487 -2.996723 -2.042622 0.17 0.41 1.15
H 2.081095 2.524486 0.472612 -2.33 2.17 -0.46
H 3.275593 2.003893 -0.704252 -0.61 0.74 -0.76
```
Positions in Å, forces in eV/Å.